ORCA calculation (ωB97M-V with the def2-TZVPD basis set) on a structure of composition C29H38NOsS at a distorted geometry.

- orbital gap (eV) = 5.42
- total charge = -1
- HOMO energy (eV) = -2.61
- ΔE to the lowest compared entry with this formula, charge and spin (kcal/mol) = 31.04

Each line ends with the natural charge from an NBO analysis.
CARTESIAN COORDINATES (ANGSTROEM)
1 Os -1.287 -0.470 -0.526  0.361
2 S -1.593 -1.797 -2.520  -0.124
3 N -0.368 0.416 -2.310  -0.533
4 C -0.244 -0.362 -4.566  -0.296
5 C 1.227 -0.917 0.426  -0.206
6 C -4.859 0.539 1.050  -0.127
7 C -4.368 -1.678 1.869  -0.173
8 C -0.638 -0.529 -3.246  0.090
9 C 1.307 1.336 0.076  -0.403
10 C 1.527 -2.399 0.680  -0.044
11 C 0.146 1.589 -2.678  0.048
12 C -2.805 -0.627 0.298  -0.104
13 C 0.315 -3.117 1.306  -0.613
14 C 0.100 -0.307 1.095  -0.371
15 C 3.873 1.529 -1.076  -0.595
16 C 2.657 -2.580 1.716  -0.605
17 C 0.314 0.849 -4.940  -0.182
18 C 2.967 -0.281 -2.495  -0.605
19 C 1.972 0.132 -0.189  0.051
20 C -1.660 2.911 0.616  -0.600
21 C 0.480 1.857 -3.996  -0.304
22 C 0.125 1.107 0.825  0.017
23 C -1.428 1.613 2.731  -0.598
24 C -6.333 -0.520 2.628  -0.229
25 C 3.255 0.120 -1.037  -0.101
26 C 4.366 -0.797 -0.510  -0.598
27 C 0.303 3.268 2.077  -0.590
28 C 1.823 -3.154 -0.623  -0.610
29 C -5.998 0.570 1.834  -0.239
30 C -5.516 -1.644 2.640  -0.223
31 C -0.666 2.201 1.538  -0.112
32 C -4.021 -0.585 1.062  -0.180
33 H -2.347 2.194 0.165  0.233
34 H 0.891 2.821 -4.265  0.209
35 H 4.861 1.482 -1.541  0.193
36 H -0.247 4.019 2.652  0.189
37 H 2.740 -3.636 1.993  0.188
38 H -3.712 -2.540 1.882  0.221
39 H 2.520 -1.272 -2.569  0.212
40 H -0.598 -2.919 0.742  0.246
41 H -5.774 -2.494 3.261  0.202
42 H -1.134 3.412 -0.203  0.195
43 H 2.257 -4.136 -0.412  0.185
44 H 3.895 -0.281 -3.076  0.186
45 H -0.745 1.114 3.422  0.202
46 H 0.890 -3.297 -1.179  0.229
47 H 2.277 0.421 -2.957  0.223
48 H -2.168 0.883 2.398  0.221
49 H -7.229 -0.494 3.236  0.200
50 H 1.062 2.822 2.722  0.207
51 H 0.594 1.019 -5.974  0.203
52 H 0.281 2.310 -1.885  0.219
53 H -2.222 3.667 1.175  0.186
54 H -0.431 -1.151 -5.282  0.218
55 H 0.509 -4.195 1.312  0.190
56 H -0.343 -0.760 1.970  0.221
57 H 2.502 -2.616 -1.277  0.199
58 H 4.704 -0.478 0.480  0.202
59 H 0.155 -2.808 2.341  0.192
60 H -4.595 1.379 0.422  0.211
61 H 0.817 3.782 1.263  0.200
62 H -6.633 1.448 1.825  0.202
63 H 5.220 -0.736 -1.191  0.191
64 H -1.954 2.404 3.273  0.192
65 H 3.979 1.939 -0.070  0.212
66 H 4.072 -1.840 -0.452  0.211
67 H 3.632 -2.248 1.373  0.204
68 H 2.412 -2.013 2.617  0.203
69 H 3.268 2.221 -1.665  0.202
70 H 1.621 2.305 -0.280  0.196

Force components x, y, z for each atom (eV/Å):
-0.6 -0.3 0.0
0.2 0.2 -0.1
0.0 -0.1 0.0
0.0 0.0 -0.1
-0.5 -0.4 -0.1
0.1 -0.2 0.0
0.0 0.2 -0.1
-0.2 0.0 0.3
0.2 0.0 0.1
0.0 0.0 0.0
-0.2 0.0 -0.1
1.0 0.1 -0.2
0.0 0.0 0.0
0.5 0.2 0.5
-0.1 0.0 0.0
0.0 0.0 0.0
0.0 0.0 0.0
-0.1 0.0 0.0
0.2 0.3 0.1
0.0 0.0 -0.1
0.0 0.0 0.0
-0.3 -0.1 -0.1
-0.1 0.0 -0.1
0.0 0.0 0.0
0.0 0.0 -0.1
0.1 0.1 0.1
0.0 0.0 0.0
0.0 0.0 0.0
-0.1 0.0 0.0
-0.1 0.0 0.0
0.1 0.0 0.2
-0.4 0.0 0.0
0.0 0.0 0.0
0.0 0.0 0.0
0.0 0.0 0.0
0.0 0.0 0.0
0.0 0.0 0.0
0.0 0.0 0.0
0.0 0.0 0.0
0.0 0.0 0.0
0.0 0.0 0.0
0.0 0.0 0.0
0.0 0.0 0.0
0.0 0.0 0.0
0.0 0.0 0.0
0.1 0.0 0.0
0.1 0.0 0.0
0.0 0.0 0.0
0.0 0.0 0.0
0.0 0.0 0.0
0.0 0.0 0.0
0.0 0.0 -0.1
0.0 0.0 0.0
0.0 0.0 0.0
0.0 0.0 0.0
-0.1 0.1 0.0
0.0 -0.1 0.1
-0.1 0.0 0.0
0.0 0.0 0.0
0.0 0.0 0.0
0.0 0.0 0.0
0.0 0.0 0.0
0.0 0.0 0.0
0.0 0.0 0.0
0.0 0.0 0.0
0.0 0.0 -0.1
0.0 0.0 0.0
0.0 0.0 0.0
0.0 0.0 0.0
0.0 0.0 0.1

=====

ORCA calculation (ωB97M-V with the def2-TZVPD basis set) on a structure of composition C29H39BrCoN4O3S3SbSi.

- spin multiplicity = 3
- orbital gap (alpha / beta) (eV) = 4.53 / 5.39
- total charge = -2
- HOMO energy (alpha / beta) (eV) = -1.21 / -2.07
- ΔE to the lowest compared entry with this formula, charge and spin (kcal/mol) = 0.00
- ⟨S²⟩ = 2.09

Each line ends with the Löwdin spin population.
CARTESIAN COORDINATES (ANGSTROEM)
1 Sb 6.177 1.117 1.531  0.353
2 Br 1.080 1.098 -1.133  0.009
3 Co 4.517 -1.157 0.165  0.943
4 S 6.816 -0.815 0.319  0.158
5 S 3.989 1.251 0.692  0.236
6 S 7.539 2.958 1.309  0.261
7 Si 0.142 2.728 -2.333  0.001
8 O -5.850 -6.071 5.591  0.000
9 O 4.438 -1.581 2.117  0.007
10 O 4.365 -1.118 -4.132  0.007
11 N -1.302 -4.035 3.092  0.003
12 N 2.671 -1.998 0.266  0.001
13 N 4.513 -1.255 -1.757  -0.001
14 N -0.322 -3.689 3.815  0.000
15 C 2.587 4.051 -2.969  0.000
16 C -4.688 -5.550 5.066  0.000
17 C 0.580 -2.786 -0.505  0.000
18 C -2.396 -4.524 3.815  0.000
19 C -1.461 3.730 -0.190  0.000
20 C -4.563 -5.606 3.684  0.000
21 C 1.841 -2.236 -0.730  0.003
22 C 1.055 -2.873 1.853  0.000
23 C 1.820 4.357 -0.662  0.002
24 C 2.305 -2.313 1.525  0.000
25 C 0.655 5.557 -2.523  0.000
26 C 1.335 1.397 -4.579  0.000
27 C -0.236 3.250 -5.139  0.000
28 C -3.436 -5.096 3.070  0.000
29 C 1.323 4.235 -2.114  0.000
30 C -2.542 -4.469 5.203  0.001
31 C 0.039 2.103 -4.154  0.000
32 C -5.939 -6.138 6.994  0.000
33 C 0.179 -3.098 0.773  0.002
34 C -1.083 1.065 -4.304  0.000
35 C 1.809 -2.856 4.182  0.000
36 C -2.504 3.878 -2.444  0.000
37 C 0.793 -3.156 3.249  0.000
38 C 4.443 -1.171 -2.929  0.005
39 C -2.326 1.695 -1.253  0.000
40 C -1.602 3.019 -1.544  0.000
41 C 3.338 -2.039 2.508  0.001
42 C 3.030 -2.325 3.857  0.000
43 C -3.676 -4.976 5.824  0.000
44 H -1.151 3.798 -4.903  0.000
45 H 2.196 -1.973 -1.718  0.000
46 H -0.810 3.172 0.486  0.000
47 H 3.294 4.853 -2.730  0.000
48 H -2.512 1.105 -2.147  0.000
49 H -1.038 0.635 -5.312  0.000
50 H -3.331 -5.133 1.993  0.000
51 H -3.432 4.115 -1.909  0.000
52 H -2.449 3.801 0.281  0.000
53 H -6.871 -6.651 7.220  0.000
54 H 2.380 4.104 -4.039  0.000
55 H 0.590 3.962 -5.171  0.000
56 H -3.758 -4.910 6.900  0.000
57 H -2.076 1.498 -4.176  0.000
58 H 1.577 0.548 -3.939  0.000
59 H -2.034 4.824 -2.723  0.000
60 H -1.753 -4.019 5.788  0.000
61 H 2.453 5.249 -0.585  0.000
62 H -3.297 1.915 -0.792  0.000
63 H -0.079 -2.956 -1.347  0.000
64 H 2.429 3.499 -0.370  0.004
65 H 1.396 6.363 -2.473  0.000
66 H -1.756 1.080 -0.556  0.000
67 H -1.071 4.743 -0.288  0.000
68 H 1.575 -3.077 5.217  0.000
69 H -5.961 -5.142 7.448  0.000
70 H -2.782 3.354 -3.360  0.000
71 H -0.165 5.827 -1.854  0.000
72 H 1.212 1.010 -5.597  0.000
73 H 3.777 -2.114 4.610  0.000
74 H -0.963 0.245 -3.592  0.000
75 H -5.363 -6.053 3.108  0.000
76 H -5.104 -6.702 7.423  0.000
77 H -0.347 2.836 -6.148  0.000
78 H 1.014 4.462 0.062  0.000
79 H 3.087 3.105 -2.749  0.000
80 H 2.199 2.056 -4.584  0.000
81 H 0.266 5.532 -3.544  0.000
82 H -0.794 -3.519 0.967  0.000

Force components x, y, z for each atom (eV/Å):
0.0 0.0 -0.1
-0.1 -0.1 -0.1
0.1 -0.4 0.0
-0.1 0.2 0.0
0.0 0.1 0.1
0.0 0.0 0.0
0.1 0.2 0.1
0.0 0.0 0.0
0.1 0.0 -0.1
-0.1 0.0 0.0
0.3 0.2 -0.4
0.0 0.1 -0.1
-0.1 0.1 -0.1
-0.2 -0.1 0.2
0.0 0.0 0.0
-0.1 0.0 0.0
-0.1 0.0 0.1
-0.4 -0.2 0.3
0.0 0.0 0.0
0.0 0.0 -0.1
0.1 0.1 0.0
0.1 0.0 0.2
0.0 0.0 0.0
-0.3 -0.1 -0.2
0.0 0.0 0.0
0.1 0.0 0.0
0.0 0.0 0.0
0.1 0.0 0.1
0.0 0.0 0.0
0.1 0.0 -0.2
0.0 -0.1 0.0
0.0 0.0 0.0
0.0 0.0 -0.1
0.0 0.0 0.0
-0.1 0.0 -0.1
0.0 0.0 0.0
0.3 0.1 -0.1
0.1 -0.1 0.1
0.0 0.0 0.0
0.0 0.0 0.0
0.1 0.1 0.1
0.0 0.0 0.2
0.0 0.0 0.1
0.0 0.0 0.0
0.0 0.0 0.0
0.0 0.0 0.0
0.0 0.0 0.0
0.0 0.0 0.0
0.0 0.0 0.0
0.0 0.0 0.0
0.0 0.0 0.0
0.0 0.0 0.0
0.0 0.0 0.0
0.0 0.0 0.0
0.0 0.0 0.0
0.0 0.0 0.0
0.0 0.0 0.0
0.0 0.0 0.0
0.0 0.0 0.0
0.0 0.0 0.0
0.0 0.0 0.0
0.0 0.0 0.0
0.0 0.0 0.0
0.0 0.0 0.0
0.0 0.0 0.0
0.0 0.0 0.0
0.0 0.0 0.0
0.0 0.0 0.0
0.0 0.0 0.0
0.0 0.0 0.0
0.0 0.0 0.0
0.0 0.0 0.0
0.0 0.0 0.0
0.0 0.0 0.0
0.0 0.0 0.0
0.0 0.0 0.0
0.0 0.0 0.0
0.0 0.0 0.0
0.0 0.0 0.0
0.0 0.0 0.0
0.0 0.0 0.0
0.0 0.0 0.0

=====

ORCA calculation (ωB97M-V with the def2-TZVPD basis set) on a structure of composition C29H39GeHfN4 at a distorted geometry.

- orbital gap (eV) = 5.51
- total charge = +1
- HOMO energy (eV) = -8.46
- ΔE to the lowest compared entry with this formula, charge and spin (kcal/mol) = 60.55

Each line ends with the Löwdin charge.
CARTESIAN COORDINATES (ANGSTROEM)
1 Hf -0.102 0.096 0.016  1.130
2 Ge -0.578 3.348 -1.482  0.858
3 N -1.258 -0.414 -1.659  -0.203
4 N 1.020 -1.865 -0.122  -0.161
5 N 1.138 0.290 1.688  -0.205
6 N -1.796 -0.595 1.035  -0.196
7 C 1.826 -1.995 1.087  -0.178
8 C 1.372 3.353 -1.910  -0.288
9 C -2.421 1.373 -4.843  -0.092
10 C 1.925 3.312 -3.180  -0.118
11 C -2.893 -0.485 0.080  -0.189
12 C -3.762 1.441 -4.505  -0.088
13 C -0.957 0.847 2.856  -0.187
14 C 4.135 3.276 -2.242  -0.099
15 C 3.595 3.365 -0.969  -0.099
16 C -0.733 5.922 -0.063  -0.119
17 C -1.169 7.212 0.178  -0.091
18 C -2.593 7.085 -1.746  -0.088
19 C -1.829 2.548 -2.822  -0.307
20 C 3.299 3.257 -3.345  -0.094
21 C 2.278 -0.606 1.553  -0.171
22 C -0.330 -1.055 -2.574  -0.166
23 C -2.082 -0.061 2.367  -0.173
24 C 0.392 0.132 2.932  -0.184
25 C -3.180 2.585 -2.484  -0.136
26 C -0.600 1.992 -0.114  -0.383
27 C -1.463 1.924 -4.007  -0.131
28 C 1.806 -1.596 -1.326  -0.196
29 C 2.223 3.387 -0.812  -0.156
30 C -2.110 7.791 -0.657  -0.092
31 C -2.151 5.795 -1.987  -0.121
32 C -4.141 2.045 -3.317  -0.082
33 C -2.471 -1.095 -1.256  -0.155
34 C -1.229 5.197 -1.138  -0.277
35 C 1.086 -0.586 -2.211  -0.168
36 H -1.483 0.519 -2.012  0.070
37 H 1.686 -0.409 -3.105  0.146
38 H -2.530 5.253 -2.843  0.089
39 H -5.184 2.095 -3.040  0.106
40 H -2.235 -0.877 3.082  0.133
41 H 2.004 -2.516 -1.893  0.141
42 H -4.511 1.030 -5.165  0.104
43 H -0.563 -0.810 -3.618  0.128
44 H -2.268 -2.166 -1.138  0.126
45 H -2.124 0.897 -5.767  0.104
46 H 1.219 -2.467 1.865  0.122
47 H -3.288 -0.990 -1.984  0.139
48 H 3.726 3.210 -4.337  0.102
49 H 1.288 3.346 -4.053  0.089
50 H -3.076 0.583 -0.076  0.118
51 H -0.776 7.768 1.018  0.101
52 H 5.207 3.240 -2.369  0.101
53 H -2.464 8.793 -0.460  0.102
54 H 0.234 -0.935 3.111  0.119
55 H 0.977 0.524 3.773  0.138
56 H 2.957 -0.188 0.805  0.125
57 H -1.518 -1.571 1.107  0.127
58 H 1.439 1.259 1.613  0.123
59 H 4.245 3.429 -0.105  0.099
60 H -3.470 3.056 -1.554  0.107
61 H -3.807 -0.966 0.450  0.140
62 H 2.778 -1.177 -1.052  0.127
63 H 2.840 -0.705 2.492  0.141
64 H -3.002 0.525 2.334  0.135
65 H 0.505 -2.730 -0.256  0.137
66 H 2.716 -2.626 0.935  0.140
67 H -0.401 -2.145 -2.479  0.128
68 H 0.000 5.467 0.590  0.091
69 H -1.226 1.231 3.838  0.126
70 H -0.421 1.871 -4.286  0.087
71 H 1.001 0.370 -1.665  0.059
72 H -0.871 1.675 2.146  0.056
73 H 1.789 3.462 0.179  0.075
74 H -3.314 7.543 -2.408  0.102

Force components x, y, z for each atom (eV/Å):
-0.5 5.8 -0.3
0.0 -0.3 0.9
-1.7 -1.0 -2.5
0.6 -2.0 -0.2
2.4 0.1 2.4
-1.4 -1.3 0.9
0.7 0.0 0.7
-0.9 0.2 -0.3
-0.1 -0.2 -0.2
0.0 0.0 0.0
-1.2 -0.1 -0.7
0.0 -0.1 -0.1
-0.2 -0.1 0.4
0.2 0.0 -0.1
0.1 -0.1 0.1
0.0 -0.1 0.1
0.1 0.1 0.1
-0.1 0.1 0.0
0.7 0.7 0.2
0.3 -0.1 -0.1
0.7 -0.6 0.3
0.0 -0.3 -0.9
0.0 0.6 1.0
-0.3 0.2 0.9
0.0 0.0 0.2
0.7 -0.8 -0.8
0.1 0.0 0.0
0.8 -0.2 -1.0
0.0 0.1 0.2
0.0 0.1 0.0
0.0 0.0 0.0
-0.1 -0.1 0.1
-0.8 -0.2 0.1
0.3 -0.7 -0.4
0.2 -0.9 -0.1
-0.1 0.1 0.0
-0.1 0.3 0.2
0.0 0.0 -0.1
-0.1 0.0 0.0
-0.1 0.0 -0.2
0.0 0.1 0.1
0.0 0.0 -0.1
0.0 0.0 0.2
0.0 0.0 0.0
0.0 0.0 -0.1
0.0 0.0 -0.1
0.2 0.0 0.1
0.0 0.0 -0.1
-0.1 0.0 -0.1
0.0 -0.1 0.2
0.0 0.0 0.1
0.1 0.0 -0.1
0.0 0.1 0.0
0.1 -0.1 0.1
0.0 -0.1 -0.1
0.0 0.1 0.1
-0.6 -0.4 0.3
-0.1 0.1 -0.1
0.1 0.0 0.0
-0.1 0.1 0.1
0.1 0.0 0.0
0.0 -0.1 0.1
0.0 0.0 -0.2
0.0 -0.1 -0.2
0.0 0.0 0.0
-0.2 0.1 0.0
-0.1 0.1 0.0
0.1 0.0 0.1
0.0 0.0 0.1
0.1 0.0 -0.1
0.6 0.9 -1.1
0.0 0.2 0.1
0.0 -0.1 0.1
-0.1 0.0 0.0

=====

ΔE to the lowest compared entry with this formula, charge and spin of number 2 (C29H39BrCoN4O3S3SbSi)? 0.00 kcal/mol